The following is a quantum chemistry calculation of a structure of composition C30H54BN4P2Y, from OMol25.

XYZ file:
```
92
Properties=species:S:1:pos:R:3
Y -0.122 0.190 0.192
C -0.247 4.432 -2.803
C -0.336 3.040 -2.178
C 0.052 1.999 -3.240
C -1.782 2.756 -1.746
P 0.736 2.771 -0.663
C 2.467 2.623 -1.285
N 2.706 1.226 -1.550
B 1.937 0.112 -1.060
N 2.512 -1.032 -1.713
C 2.064 -2.401 -1.641
P 0.543 -2.474 -0.588
C -0.815 -2.968 -1.765
C -2.142 -3.047 -1.004
C -0.587 -4.262 -2.547
C -0.900 -1.779 -2.740
C 0.955 -3.706 0.747
C 1.390 -5.074 0.218
C 2.109 -3.057 1.530
C -0.235 -3.870 1.697
C 3.561 -0.623 -2.539
C 4.396 -1.355 -3.368
C 5.357 -0.662 -4.093
C 5.479 0.722 -3.989
C 4.645 1.458 -3.158
C 3.683 0.770 -2.435
C 0.772 4.214 0.511
C 1.421 3.664 1.792
C 1.596 5.405 0.009
C -0.656 4.651 0.847
H -0.855 4.455 -3.710
H 0.776 4.676 -3.091
H -0.618 5.212 -2.141
H -0.639 2.087 -4.080
H -0.003 0.972 -2.866
H 1.060 2.149 -3.625
H -2.460 2.867 -2.594
H -2.131 3.413 -0.948
H -1.913 1.709 -1.410
H 3.158 3.029 -0.542
H 2.585 3.224 -2.192
H 2.835 -3.054 -1.222
H 1.835 -2.789 -2.638
H -2.207 -3.927 -0.368
H -2.969 -3.094 -1.715
H -2.312 -2.164 -0.371
H -0.647 -5.137 -1.904
H 0.375 -4.278 -3.060
H -1.363 -4.364 -3.309
H -1.204 -0.849 -2.228
H -1.671 -1.973 -3.487
H 0.036 -1.577 -3.262
H 2.207 -5.007 -0.500
H 0.566 -5.611 -0.248
H 1.743 -5.681 1.054
H 2.996 -2.884 0.922
H 2.396 -3.724 2.345
H 1.809 -2.101 1.970
H -1.048 -4.440 1.250
H -0.629 -2.906 2.032
H 0.092 -4.419 2.583
H 4.311 -2.431 -3.451
H 6.024 -1.206 -4.746
H 6.241 1.231 -4.562
H 4.756 2.532 -3.075
H 2.421 3.265 1.620
H 0.808 2.878 2.243
H 1.513 4.473 2.520
H 2.633 5.131 -0.187
H 1.607 6.176 0.783
H 1.181 5.853 -0.890
H -1.270 3.813 1.189
H -1.156 5.125 0.003
H -0.624 5.382 1.657
N -0.002 0.076 2.467
C 0.053 -0.026 3.631
N 0.120 -0.133 4.903
C 1.422 -0.352 5.591
C 1.602 0.694 6.678
C 0.399 0.721 7.618
C -0.893 0.975 6.846
C -1.096 -0.067 5.759
H 2.212 -0.314 4.842
H 1.393 -1.358 6.015
H 1.740 1.675 6.216
H 2.516 0.462 7.224
H 0.537 1.492 8.375
H 0.328 -0.233 8.149
H -0.871 1.970 6.393
H -1.756 0.942 7.512
H -1.949 0.157 5.122
H -1.236 -1.061 6.190
```

Computed properties:
E_HOMO, Eh: -0.457
Net charge: +2
HOMO-LUMO gap, eV: 6.72

The following is a quantum chemistry calculation of a cluster of 2 separate species, C17H17NOS in total at a distorted geometry, from OMol25.

XYZ file:
```
37
Properties=species:S:1:pos:R:3
C 5.762 -1.087 1.261
C 4.549 -0.562 1.370
C 3.087 0.077 1.635
C 2.759 0.955 2.935
C 1.299 1.547 3.214
C 0.080 1.310 2.212
C 0.424 0.446 0.902
C 1.864 -0.137 0.629
S -1.046 0.168 -0.237
C -2.431 -0.118 1.003
C -3.566 -1.196 0.810
C -4.653 -1.344 1.978
C -4.582 -0.443 3.298
C -3.442 0.660 3.456
C -2.350 0.828 2.297
N -1.282 1.854 2.429
H 6.692 -1.655 0.866
H 3.573 1.155 3.730
H 1.081 2.157 4.181
H 2.013 -0.763 -0.341
H -3.567 -1.839 -0.143
H -5.469 -2.134 1.789
H -5.385 -0.628 4.121
H -3.355 1.354 4.364
H -1.395 2.277 3.364
C 0.923 -0.898 -5.385
C 0.874 -0.651 -3.885
C 0.025 0.566 -3.552
O 2.199 -0.453 -3.395
H 1.369 -0.045 -5.907
H 1.546 -1.768 -5.611
H -0.078 -1.070 -5.790
H 0.468 -1.532 -3.380
H 0.439 1.470 -4.010
H 0.009 0.738 -2.472
H -1.003 0.437 -3.901
H 2.567 0.326 -3.836
```

Computed properties:
E_HOMO, Eh: -0.288
Energy above the lowest of the compared OMol25 structures with the same formula, charge and spin, eV: 14.4306
SMILES: C#Cc1ccc2c(c1)Sc1ccccc1N2.CC(C)O
Net charge: 0
HOMO-LUMO gap, eV: 7.76

The following is a quantum chemistry calculation of a structure of composition C24H23EuN6O4P, from OMol25.

XYZ file:
```
59
Properties=species:S:1:pos:R:3
Eu 0.829 -1.436 -0.277
N 1.079 -3.632 -1.876
N 1.666 -3.933 -0.591
C 2.993 -3.318 -0.420
O 3.855 -4.057 0.040
O 3.058 -2.079 -0.675
H 0.156 -4.049 -1.900
H 1.664 -4.039 -2.598
H 1.830 -4.920 -0.432
O -1.390 -1.819 -1.012
N -1.543 -1.662 -2.267
N -0.712 -0.857 -2.809
O 0.236 -0.170 -2.205
C -0.850 -0.692 -4.233
C 0.131 -1.216 -5.057
C 0.016 -1.040 -6.426
C -1.066 -0.343 -6.949
C -2.035 0.183 -6.108
C -1.927 0.014 -4.735
H 0.969 -1.737 -4.612
H 0.770 -1.445 -7.089
H -1.153 -0.209 -8.020
H -2.872 0.728 -6.524
H -2.665 0.409 -4.050
N -0.483 0.117 2.906
P -0.312 0.819 1.340
C 0.957 2.104 1.598
C 0.769 3.248 2.375
C 1.814 4.122 2.612
C 3.073 3.864 2.076
C 3.274 2.736 1.299
C 2.218 1.863 1.059
C -1.845 1.787 1.248
C -1.895 2.879 0.382
C -3.070 3.593 0.217
C -4.216 3.225 0.911
C -4.179 2.131 1.761
C -3.002 1.413 1.925
C 0.206 -1.011 3.345
C 0.168 -1.357 4.705
C 0.861 -2.472 5.112
C 1.583 -3.229 4.191
C 1.564 -2.821 2.877
N 0.886 -1.737 2.466
H -0.833 0.691 3.660
H -0.211 3.462 2.787
H 1.652 5.007 3.214
H 3.890 4.548 2.265
H 4.246 2.527 0.872
H 2.425 0.999 0.431
H -1.012 3.181 -0.170
H -3.090 4.440 -0.457
H -5.134 3.783 0.783
H -5.068 1.826 2.298
H -2.994 0.545 2.572
H -0.392 -0.751 5.404
H 0.847 -2.754 6.158
H 2.147 -4.103 4.483
H 2.118 -3.361 2.116
```

Computed properties:
2S+1: 8
E_HOMO (alpha / beta), Eh: -0.233 / -0.304
Energy above the lowest of the compared OMol25 structures with the same formula, charge and spin, eV: 0.0000
Expectation value of S²: 15.76
Net charge: 0
HOMO-LUMO gap (alpha / beta), eV: 6.80 / 8.72

The following is a quantum chemistry calculation of a cluster of 7 separate species, C12H36FO6 in total at a distorted geometry, from OMol25.

XYZ file:
```
55
Properties=species:S:1:pos:R:3
F -0.208 0.298 0.068
C -2.576 -3.690 1.650
C -1.787 -2.733 0.654
O -1.917 -1.416 1.195
H -3.603 -3.524 1.606
H -2.244 -3.661 2.664
H -2.224 -4.648 1.161
H -2.351 -2.837 -0.305
H -0.754 -3.007 0.752
H -1.290 -0.827 0.758
C 1.116 4.335 2.808
C 1.161 2.936 2.244
O -0.061 2.660 1.657
H 1.128 5.122 2.100
H 2.072 4.567 3.343
H 0.288 4.477 3.597
H 1.398 2.150 3.002
H 2.095 2.923 1.352
H -0.049 1.763 1.251
C 3.915 1.988 -2.451
C 3.111 1.182 -1.538
O 1.933 1.987 -1.134
H 4.762 2.385 -1.929
H 3.659 2.763 -3.086
H 4.525 1.334 -2.981
H 3.494 0.708 -0.618
H 2.747 0.273 -2.012
H 1.266 1.563 -0.666
C -1.493 -2.671 -3.114
C -0.560 -1.561 -2.823
O 0.143 -1.841 -1.543
H -2.417 -2.412 -2.518
H -0.933 -3.557 -2.978
H -1.884 -2.534 -4.231
H -1.152 -0.569 -2.911
H 0.333 -1.475 -3.494
H 0.011 -1.031 -0.993
C 2.287 -1.958 3.373
C 1.610 -0.768 2.966
O 2.146 -0.219 1.738
H 3.365 -1.736 3.603
H 2.372 -2.669 2.418
H 1.729 -2.434 4.083
H 1.984 -0.173 3.829
H 0.383 -0.819 2.885
H 1.468 0.320 1.311
C -3.850 0.893 -2.546
C -3.113 1.058 -1.309
O -1.856 1.577 -1.571
H -3.459 0.259 -3.316
H -3.839 1.706 -3.285
H -4.919 0.676 -2.586
H -3.064 0.140 -0.706
H -3.635 1.508 -0.420
H -1.264 1.218 -1.003
```

Computed properties:
E_HOMO, Eh: -0.231
Energy above the lowest of the compared OMol25 structures with the same formula, charge and spin, eV: 4.9295
Net charge: -1
HOMO-LUMO gap, eV: 9.56

The following is a quantum chemistry calculation of the molecule C4H5NO, from OMol25.

XYZ file:
```
11
Properties=species:S:1:pos:R:3
O -0.576 -1.802 -1.144
C 0.016 -0.947 -0.248
C -0.582 -0.491 0.892
C -0.167 0.857 1.057
C 0.747 1.132 0.069
N 0.879 0.017 -0.718
H -1.250 -1.190 -1.486
H -1.348 -1.044 1.418
H -0.616 1.570 1.731
H 1.292 2.033 -0.168
H 1.605 -0.133 -1.403
```

Computed properties:
E_HOMO, Eh: -0.299
Energy above the lowest of the compared OMol25 structures with the same formula, charge and spin, eV: 1.0454
SMILES: Oc1ccc[nH]1
Net charge: 0
HOMO-LUMO gap, eV: 8.94

The following is a quantum chemistry calculation of a cluster of 2 separate species, C5H9NO4S in total at a distorted geometry, from OMol25.

XYZ file:
```
20
Properties=species:S:1:pos:R:3
C 0.597 -0.269 -2.156
C 0.010 -0.225 -0.841
C -0.869 0.693 -0.382
N -1.390 0.233 0.872
C -1.741 1.184 1.873
O -0.411 -0.744 1.384
C 0.355 -1.132 0.240
H 1.721 -0.615 -2.092
H 0.372 0.610 -2.751
H 0.126 -1.179 -2.703
H -1.464 1.406 -0.984
H -2.427 1.879 1.430
H -2.239 0.735 2.782
H -0.913 1.849 2.211
H 0.223 -2.120 -0.108
H 1.485 -1.196 0.495
O 3.205 -3.339 0.675
S 3.417 -2.083 1.285
O 3.111 -1.927 2.693
O 4.295 -1.150 0.640
```

Computed properties:
E_HOMO (alpha / beta), Eh: -0.292 / -0.292
Energy above the lowest of the compared OMol25 structures with the same formula, charge and spin, eV: 5.7120
SMILES: CC1=CN(C)OC1.O=S(=O)=O
Net charge: 0
HOMO-LUMO gap (alpha / beta), eV: 6.48 / 6.48

The following is a quantum chemistry calculation of a cluster of 2 separate species, C6H10N2 in total at a distorted geometry, from OMol25.

XYZ file:
```
18
Properties=species:S:1:pos:R:3
C -1.064 0.369 -0.146
C -0.042 1.387 -0.494
C -3.696 0.034 -0.324
C -3.101 -1.139 0.404
C 4.008 -0.243 0.183
C 5.270 -0.155 0.000
N 0.225 0.196 0.193
N -2.271 -0.106 -0.030
H 0.290 1.420 -1.491
H -0.021 2.379 -0.036
H -4.131 -0.165 -1.233
H -4.257 0.675 0.360
H -3.307 -1.478 1.499
H -3.104 -2.069 -0.130
H 2.915 -0.352 0.466
H 5.415 -1.036 -0.653
H 6.197 0.195 0.385
H 0.672 0.087 1.048
```

Computed properties:
E_HOMO, Eh: -0.664
Energy above the lowest of the compared OMol25 structures with the same formula, charge and spin, eV: 5.6891
Net charge: +2
HOMO-LUMO gap, eV: 7.49

The following is a quantum chemistry calculation of the molecule C23H24N4O4 at a distorted geometry, from OMol25.

XYZ file:
```
55
Properties=species:S:1:pos:R:3
C -0.438 2.107 1.659
C 0.160 2.709 0.450
C 0.765 2.105 -0.653
C 1.050 0.717 -0.937
O 2.275 0.441 -1.443
C 0.197 -0.326 -0.755
C -1.217 -0.290 -0.459
O -1.942 0.671 -0.297
C -1.673 -1.745 -0.428
O -2.784 -2.159 -0.176
N -0.590 -2.509 -0.701
C -0.642 -3.941 -0.868
C 0.210 -4.719 0.145
N -0.544 -5.141 1.310
C 0.220 -6.076 2.109
C -1.012 -4.027 2.108
C 0.601 -1.753 -1.038
C 0.999 -1.949 -2.470
C 0.400 -1.546 -3.627
C 1.215 -2.030 -4.679
C 2.243 -2.689 -4.080
O 2.119 -2.649 -2.743
C 1.136 3.187 -1.488
N 0.766 4.329 -0.967
N 0.201 4.038 0.210
C -0.277 5.093 1.018
C -1.195 5.984 0.481
C -1.659 7.035 1.250
C -1.208 7.199 2.550
C -0.277 6.319 3.076
C 0.198 5.268 2.312
H 0.150 1.252 1.986
H -0.527 2.828 2.466
H -1.435 1.739 1.405
H 2.787 1.256 -1.542
H -0.305 -4.182 -1.881
H -1.688 -4.238 -0.762
H 0.574 -5.625 -0.346
H 1.093 -4.115 0.426
H -0.397 -6.421 2.937
H 0.490 -6.937 1.498
H 1.143 -5.635 2.520
H -1.723 -3.438 1.537
H -0.190 -3.374 2.446
H -1.526 -4.415 2.986
H 1.451 -2.062 -0.413
H -0.504 -0.978 -3.714
H 1.054 -1.902 -5.729
H 3.092 -3.208 -4.478
H 1.608 3.157 -2.452
H -1.532 5.844 -0.534
H -2.376 7.728 0.835
H -1.575 8.017 3.151
H 0.089 6.455 4.083
H 0.948 4.600 2.709
```

Computed properties:
E_HOMO, Eh: -0.314
Energy above the lowest of the compared OMol25 structures with the same formula, charge and spin, eV: 4.2194
SMILES: Cc1c(/C(O)=C2\C(=O)C(=O)N(CCN(C)C)[C@H]2c2ccco2)cnn1-c1ccccc1
Net charge: 0
HOMO-LUMO gap, eV: 8.38